Record 1
{
  "formula": "C4H11N2O",
  "method": "ωB97M-V/def2-TZVPD",
  "symbols": ["O", "C", "C", "C", "C", "N", "N", "H", "H", "H", "H", "H", "H", "H", "H", "H", "H", "H"],
  "positions_angstrom": [[-2.15, 1.09, 0.91], [-2.02, 0.36, -0.06], [-0.70, -0.17, -0.44], [0.38, 0.92, -0.22], [1.89, 0.38, -0.67], [2.26, -0.73, 0.23], [-0.40, -1.46, 0.24], [-2.83, 0.33, -0.79], [-0.76, -0.25, -1.54], [0.30, 1.80, -0.86], [0.49, 1.24, 0.82], [1.91, 0.00, -1.66], [2.67, 1.15, -0.57], [1.28, -1.14, 0.36], [3.00, -1.37, -0.17], [2.55, -0.46, 1.20], [-0.98, -1.41, 1.20], [-0.81, -2.19, -0.25]],
  "lowdin_charge": [-0.11, -0.45, -0.43, -0.10, -0.17, 0.08, 0.00, 0.07, 0.12, 0.11, 0.10, 0.10, 0.11, 0.08, 0.16, 0.16, 0.15, 0.03],
  "gap_ev": [3.28, 7.16],
  "multiplicity": 2,
  "mol_weight_g_mol": 103.1,
  "e_lumo_ev": [0.08, -0.14],
  "homo_ev": [-3.20, -7.30],
  "energy_ev": -9349.66408
}

=====

Record 2
{
  "formula": "C4H11N2O",
  "method": "ωB97M-V/def2-TZVPD",
  "symbols": ["C", "C", "C", "N", "H", "H", "H", "H", "H", "H", "N", "C", "O", "H", "H", "H", "H", "H"],
  "positions_angstrom": [[-1.60, -1.31, 0.47], [-2.14, -1.80, -0.63], [-1.27, 0.66, 1.70], [-1.17, 0.05, 0.59], [-1.63, -1.87, 1.39], [-2.06, -1.27, -1.57], [-2.61, -2.77, -0.58], [-0.59, 1.49, 1.86], [-1.84, 0.35, 2.57], [-0.27, 0.56, -0.05], [0.76, 1.14, -0.78], [1.95, 0.29, -0.62], [3.05, 1.14, -0.64], [1.03, 2.03, -0.36], [0.64, 1.33, -1.77], [1.86, -0.24, 0.34], [1.99, -0.45, -1.42], [3.88, 0.67, -0.50]],
  "lowdin_charge": [-0.17, 0.09, 0.11, -0.01, 0.12, 0.08, 0.08, 0.11, 0.12, 0.09, 0.07, -0.29, -0.02, 0.13, 0.13, 0.12, 0.13, 0.11],
  "gap_ev": 9.85,
  "total_charge": 1,
  "mol_weight_g_mol": 103.1,
  "e_lumo_ev": -4.41,
  "homo_ev": -14.26,
  "energy_ev": -9345.90267
}

=====

Record 3
{
  "formula": "C4H11N2O",
  "method": "ωB97M-V/def2-TZVPD",
  "symbols": ["C", "C", "C", "N", "C", "N", "O", "H", "H", "H", "H", "H", "H", "H", "H", "H", "H", "H"],
  "positions_angstrom": [[2.10, -0.20, 0.99], [1.00, -0.75, 0.05], [-0.25, 0.31, 0.07], [-1.19, -0.09, 1.21], [-1.31, 0.14, -1.06], [-0.94, 0.61, -2.41], [-2.50, 0.02, -0.80], [1.71, 0.79, 1.31], [3.00, 0.00, 0.43], [2.38, -1.05, 1.64], [1.42, -0.78, -1.03], [0.71, -1.82, 0.26], [0.24, 1.19, 0.37], [-0.62, -0.54, 1.99], [-2.02, -0.81, 0.94], [-1.80, 0.87, 1.58], [-0.22, 1.30, -2.40], [-1.71, 0.82, -3.14]],
  "lowdin_charge": [-0.09, -0.18, -0.19, 0.11, -0.39, 0.14, 0.05, 0.08, 0.07, 0.09, 0.14, 0.13, 0.12, 0.18, 0.22, 0.28, 0.08, 0.16],
  "gap_ev": 10.46,
  "total_charge": 1,
  "mol_weight_g_mol": 103.1,
  "smiles": "CC[C@H]([NH3+])C(N)=O",
  "e_lumo_ev": -3.85,
  "homo_ev": -14.31,
  "energy_ev": -9345.73683
}

=====

Record 4
{
  "formula": "C4H11N2O2",
  "method": "ωB97M-V/def2-TZVPD",
  "symbols": ["C", "N", "C", "O", "C", "N", "C", "O", "H", "H", "H", "H", "H", "H", "H", "H", "H", "H", "H"],
  "positions_angstrom": [[-1.99, -0.61, 1.66], [-1.42, 0.66, 1.26], [-0.61, 0.86, 0.22], [-0.28, 1.97, -0.19], [0.07, -0.31, -0.51], [0.47, 0.23, -1.84], [1.32, -0.75, 0.21], [1.97, -1.62, -0.73], [-1.50, -1.45, 1.16], [-3.05, -0.67, 1.41], [-1.87, -0.80, 2.73], [-1.88, 1.47, 1.64], [-0.59, -1.14, -0.69], [-0.29, 0.76, -2.26], [0.83, -0.55, -2.41], [1.26, 0.87, -1.73], [1.95, 0.11, 0.43], [1.03, -1.29, 1.09], [2.76, -2.04, -0.34]],
  "lowdin_charge": [-0.05, 0.06, -0.46, 0.08, -0.20, 0.24, -0.17, -0.04, 0.08, 0.10, 0.10, 0.17, 0.15, 0.18, 0.17, 0.18, 0.15, 0.14, 0.12],
  "gap_ev": 10.89,
  "total_charge": 1,
  "mol_weight_g_mol": 119.1,
  "smiles": "CNC(=O)[C@@H]([NH3+])CO",
  "e_lumo_ev": -3.18,
  "homo_ev": -14.07,
  "energy_ev": -11395.39118
}

=====

Record 5
{
  "formula": "C4H11N2O3P",
  "method": "ωB97M-V/def2-TZVPD",
  "symbols": ["C", "C", "C", "C", "N", "N", "O", "O", "O", "P", "H", "H", "H", "H", "H", "H", "H", "H", "H", "H", "H"],
  "positions_angstrom": [[-0.96, 2.02, 0.08], [-1.97, -1.64, -0.12], [-1.18, 0.60, 0.61], [-1.03, -0.41, -0.49], [2.78, 1.27, 0.23], [2.86, -1.22, -0.66], [2.20, 2.28, 0.07], [2.40, -0.88, 1.88], [0.10, -0.74, -1.09], [2.19, -0.40, 0.50], [-1.35, 2.19, -0.87], [0.19, 2.29, 0.06], [-1.42, 2.79, 0.76], [-1.68, -2.12, 0.81], [-2.98, -1.32, 0.05], [-1.87, -2.42, -0.95], [-2.25, 0.53, 0.96], [-0.49, 0.28, 1.49], [-1.49, 0.22, -1.34], [3.31, -2.15, -0.37], [2.64, -1.18, -1.60]],
  "lowdin_charge": [-0.11, -0.05, -0.25, -0.64, -0.08, -0.07, 0.03, -0.30, -0.16, 0.70, 0.04, 0.07, 0.08, 0.06, 0.05, 0.09, 0.11, 0.13, 0.14, 0.14, 0.04],
  "gap_ev": [6.37, 6.22],
  "mol_weight_g_mol": 166.1,
  "e_lumo_ev": [-2.10, -2.05],
  "homo_ev": [-8.48, -8.27],
  "energy_ev": -22732.42214
}

=====

Record 6
{
  "formula": "C4H11N2OS",
  "method": "ωB97M-V/def2-TZVPD",
  "symbols": ["C", "C", "S", "N", "H", "H", "H", "H", "H", "H", "C", "N", "C", "O", "H", "H", "H", "H", "H"],
  "positions_angstrom": [[2.74, -1.97, -0.07], [1.78, -1.23, 0.85], [0.03, -1.55, 0.44], [2.58, -1.68, -1.49], [2.59, -3.05, 0.07], [3.77, -1.76, 0.22], [1.99, -0.15, 0.80], [1.98, -1.55, 1.88], [2.89, -0.73, -1.68], [1.58, -1.71, -1.67], [-1.50, 2.17, -0.90], [-1.60, 1.19, -0.01], [-2.37, 1.36, 1.20], [-2.10, 3.24, -0.87], [-0.84, 1.89, -1.74], [-0.94, 0.39, -0.04], [-1.88, 2.02, 1.92], [-2.49, 0.38, 1.67], [-3.35, 1.78, 0.97]],
  "lowdin_charge": [-0.43, -0.73, 0.27, -0.05, 0.08, 0.09, 0.04, 0.03, 0.04, 0.00, -0.42, -0.06, -0.11, -0.05, 0.12, -0.04, 0.08, 0.07, 0.07],
  "gap_ev": 7.01,
  "total_charge": -1,
  "mol_weight_g_mol": 135.2,
  "e_lumo_ev": 3.71,
  "homo_ev": -3.30,
  "energy_ev": -20191.09310
}

=====

Record 7
{
  "formula": "C4H11N2OS",
  "method": "ωB97M-V/def2-TZVPD",
  "symbols": ["C", "C", "S", "N", "H", "H", "H", "H", "H", "H", "C", "C", "N", "O", "H", "H", "H", "H", "H"],
  "positions_angstrom": [[-0.57, -1.90, 2.25], [-1.27, -2.31, 0.95], [-0.98, -1.10, -0.38], [-0.96, -0.58, 2.75], [0.50, -1.90, 2.07], [-0.79, -2.64, 3.04], [-2.35, -2.38, 1.12], [-0.91, -3.29, 0.64], [-1.90, -0.63, 3.12], [-1.04, 0.01, 1.93], [-0.07, 2.21, -1.16], [1.35, 1.81, -1.47], [1.67, 0.54, -1.14], [2.16, 2.60, -1.97], [-0.29, 2.02, -0.11], [-0.78, 1.60, -1.71], [-0.20, 3.27, -1.40], [2.57, 0.22, -1.43], [0.93, -0.14, -0.86]],
  "lowdin_charge": [-0.48, -0.77, -0.28, -0.08, 0.07, 0.07, 0.01, 0.02, 0.02, -0.02, -0.11, -0.66, 0.10, -0.06, 0.06, 0.05, 0.06, 0.08, -0.08],
  "gap_ev": [2.02, 6.25],
  "total_charge": -2,
  "multiplicity": 2,
  "mol_weight_g_mol": 135.2,
  "e_lumo_ev": [5.95, 6.06],
  "homo_ev": [3.93, -0.19],
  "energy_ev": -20187.31931
}

=====

Record 8
{
  "formula": "C4H11N2S",
  "method": "ωB97M-V/def2-TZVPD",
  "symbols": ["C", "N", "C", "C", "N", "C", "S", "H", "H", "H", "H", "H", "H", "H", "H", "H", "H", "H"],
  "positions_angstrom": [[1.88, -0.66, 1.53], [0.66, 0.20, 1.63], [0.31, 0.94, 0.34], [-0.99, 0.20, -0.43], [-0.77, -1.22, -0.18], [-1.22, 0.77, -1.81], [-1.23, -0.53, -3.14], [1.97, -0.93, 0.44], [1.87, -1.43, 2.26], [2.69, 0.01, 1.87], [-0.07, -0.47, 1.91], [-0.01, 1.95, 0.70], [1.12, 1.15, -0.36], [-1.87, 0.62, 0.06], [-1.54, -1.77, -0.49], [0.14, -1.57, -0.51], [-2.33, 1.10, -1.71], [-0.61, 1.63, -2.12]],
  "lowdin_charge": [-0.16, -0.17, -0.16, -0.48, -0.02, -0.74, 0.03, 0.07, 0.04, 0.06, 0.07, 0.09, 0.09, 0.10, 0.03, 0.06, 0.04, 0.03],
  "gap_ev": 6.19,
  "total_charge": -1,
  "mol_weight_g_mol": 119.2,
  "smiles": "CNC[C@H](N)C[S-]",
  "e_lumo_ev": 3.81,
  "homo_ev": -2.38,
  "energy_ev": -18141.00479
}